The following is a quantum chemistry calculation of C67H133F12HgN9O15S4 as an isolated structure at a distorted geometry, from the Open Molecules 2025 dataset.

Geometry as XYZ:
```
241
Properties=species:S:1:pos:R:3:lowdin_spin:R:1
Hg -2.0299 2.6332 0.7840 0.267
C -1.5809 -1.1220 -1.2914 0.006
F -1.9371 -0.4147 -2.3056 0.001
F -2.2989 -2.2237 -1.3638 0.000
F -0.2888 -1.4205 -1.3598 0.001
S -1.9899 -0.3632 0.4470 0.028
O -3.0788 0.5453 0.2479 0.073
O -2.2430 -1.4969 1.3778 0.003
N -0.7665 0.8750 0.6899 0.106
S 0.3852 0.2145 1.4732 0.018
O 0.2770 0.4147 2.9312 0.002
O 0.6663 -1.1579 1.1755 0.016
C 1.8907 1.3247 0.9310 0.001
F 1.5343 2.6346 1.1339 0.002
F 2.9570 1.0418 1.7273 0.000
F 2.0780 1.0038 -0.3843 0.000
C -2.9477 6.5833 2.1519 0.001
F -3.1736 6.6743 0.8303 0.001
F -2.9251 7.8066 2.7455 0.000
F -3.8935 5.8596 2.6390 0.000
S -1.3590 5.5830 2.5677 0.013
O -0.4806 5.6915 1.3802 0.005
O -0.7558 6.1352 3.8080 0.007
N -1.8288 3.8472 2.6558 0.103
S -1.6499 3.6197 4.1617 0.015
O -0.2519 3.4116 4.5776 0.004
O -2.5232 4.4555 5.0198 0.010
C -2.3163 1.7918 4.4011 0.001
F -1.4501 1.1878 5.2208 0.000
F -3.4630 1.8308 4.9756 0.000
F -2.3548 1.0818 3.2156 0.009
C -0.0914 -4.7009 -0.5392 0.000
C 1.4408 -4.7127 -0.1575 0.000
C 1.4738 -4.8517 1.4046 0.000
C 2.8631 -5.2665 1.9558 0.000
C 3.3175 -6.5709 1.2381 0.000
C 3.2969 -6.5126 -0.2792 0.000
N 2.0202 -5.9832 -0.7372 0.000
O 2.0261 -6.0332 -2.1911 0.000
C 4.5439 -5.8118 -0.8070 0.000
C 3.4539 -7.9593 -0.8168 0.000
C 2.1468 -3.3707 -0.5204 0.000
H -0.1757 -4.1834 -1.4947 0.000
H -0.7448 -4.1684 0.1518 0.000
H -0.5041 -5.6893 -0.7415 0.000
H 1.3006 -3.8894 1.8861 0.000
H 0.7603 -5.6134 1.7190 0.000
H 2.7598 -5.4720 3.0213 0.000
H 3.6797 -4.5635 1.7911 0.000
H 2.6986 -7.4034 1.5728 0.000
H 4.3757 -6.6397 1.4903 0.000
H 4.5221 -4.8380 -0.3178 0.000
H 5.5557 -6.1848 -0.6480 0.000
H 4.5349 -5.4980 -1.8508 0.000
H 2.5513 -8.4642 -0.4728 0.000
H 3.4485 -8.1350 -1.8925 0.000
H 4.3958 -8.2070 -0.3271 0.000
H 2.3075 -3.2920 -1.5956 0.000
H 3.0772 -3.1644 0.0087 0.000
H 1.5414 -2.4757 -0.3771 0.000
H 1.2128 -6.5314 -2.3000 0.000
C -8.1968 -2.2685 -1.9095 0.000
C -7.8276 -3.7336 -1.8238 0.000
C -6.9482 -4.2585 -3.0044 0.000
C -5.4552 -3.9893 -2.9160 0.000
C -4.9741 -4.4656 -1.4607 0.000
C -5.7489 -3.9338 -0.2859 0.000
N -7.1854 -4.1494 -0.5586 0.000
O -7.9852 -3.7585 0.6286 0.000
C -5.3788 -4.7989 0.9541 0.000
C -5.3591 -2.4429 -0.0085 0.000
C -9.1160 -4.6837 -1.8390 0.000
H -7.4028 -1.5834 -1.6121 0.000
H -9.1164 -2.0359 -1.3725 0.000
H -8.2249 -1.9443 -2.9497 0.000
H -7.2592 -5.2930 -3.1504 0.000
H -7.2980 -3.7751 -3.9165 0.000
H -5.2290 -2.9443 -3.1277 0.000
H -4.8390 -4.5993 -3.5764 0.000
H -3.9708 -4.1718 -1.1522 0.000
H -4.9454 -5.5486 -1.5802 0.000
H -4.3293 -4.5762 1.1464 0.000
H -5.9897 -4.4422 1.7834 0.000
H -5.6035 -5.8398 0.7213 0.000
H -5.4989 -1.7874 -0.8681 0.000
H -5.5944 -1.9869 0.9532 0.000
H -4.2706 -2.4067 0.0349 0.000
H -8.8169 -5.7313 -1.8737 0.000
H -9.6650 -4.3614 -2.7238 0.000
H -9.7976 -4.4931 -1.0100 0.000
H -7.9536 -4.5244 1.2065 0.000
C 9.8100 -0.3624 2.4715 0.000
C 9.0558 -0.6999 3.7893 0.000
C 8.3538 0.6119 4.2187 0.000
C 7.0097 1.0028 3.5961 0.000
C 6.1627 -0.2407 3.7038 0.000
C 6.6453 -1.5804 3.1497 0.000
N 8.0249 -1.7949 3.6732 0.000
O 8.6530 -2.9497 3.2894 0.000
C 5.7367 -2.6920 3.6926 0.000
C 6.6043 -1.4223 1.6027 0.000
C 10.1914 -1.0811 4.8310 0.000
H 10.4474 -1.2220 2.2644 0.000
H 10.4591 0.4981 2.6334 0.000
H 9.1828 -0.1568 1.6041 0.000
H 8.2577 0.6721 5.3028 0.000
H 8.9436 1.5083 4.0270 0.000
H 7.0679 1.3145 2.5532 0.000
H 6.5533 1.8225 4.1511 0.000
H 5.2722 -0.0178 3.1161 0.000
H 5.9039 -0.4215 4.7471 0.000
H 5.6969 -2.7740 4.7788 0.000
H 4.8056 -2.7722 3.1315 0.000
H 6.0035 -3.6844 3.3290 0.000
H 7.0476 -2.2788 1.0948 0.000
H 5.6365 -1.2626 1.1275 0.000
H 7.1607 -0.5650 1.2238 0.000
H 9.8307 -1.1227 5.8587 0.000
H 11.1288 -0.5267 4.8771 0.000
H 10.5613 -2.0637 4.5383 0.000
H 8.6210 -3.4834 4.0867 0.000
C 0.9602 -4.4002 -5.3729 0.000
C -0.6105 -4.4272 -5.3045 0.000
C -1.2706 -4.3944 -6.7162 0.000
C -1.3220 -5.8259 -7.3528 0.000
C -2.1191 -6.7712 -6.4682 0.000
C -1.4266 -6.8791 -5.0412 0.000
N -1.2615 -5.4998 -4.5527 0.000
O -0.9645 -5.4920 -3.2236 0.000
C -2.2494 -7.7927 -4.0423 0.000
C -0.0572 -7.6110 -5.3078 0.000
C -1.1472 -3.0592 -4.6087 0.000
H 1.3059 -5.3080 -5.8673 0.000
H 1.3868 -4.3980 -4.3698 0.000
H 1.2611 -3.6500 -6.1041 0.000
H -2.2825 -3.9909 -6.6787 0.000
H -0.7181 -3.7351 -7.3857 0.000
H -0.2869 -6.1671 -7.3735 0.000
H -1.4917 -5.9092 -8.4263 0.000
H -2.1268 -7.7483 -6.9511 0.000
H -3.1223 -6.3553 -6.3742 0.000
H -1.9464 -7.7866 -2.9953 0.000
H -3.2842 -7.4514 -4.0701 0.000
H -2.3369 -8.8202 -4.3956 0.000
H 0.7740 -7.0650 -4.8616 0.000
H -0.0364 -8.5834 -4.8157 0.000
H 0.1103 -7.8752 -6.3519 0.000
H -2.2295 -3.1770 -4.5554 0.000
H -0.7944 -2.1827 -5.1521 0.000
H -0.8351 -2.8455 -3.5864 0.000
H -1.8307 -5.2757 -2.8706 0.000
C 2.6205 8.2034 3.5137 0.000
C 3.0635 6.9097 4.2667 0.000
C 2.8956 5.7049 3.2648 0.000
C 3.5572 4.3969 3.7282 0.000
C 5.0358 4.7101 4.1450 0.000
C 5.1965 5.8890 5.1579 0.000
N 4.4575 7.0886 4.7298 0.000
O 4.6649 8.2998 5.4924 0.000
C 4.8076 5.3821 6.5085 0.000
C 6.7655 6.1282 5.0850 0.000
C 2.0041 6.8107 5.4547 0.000
H 3.4192 8.4988 2.8334 0.000
H 2.4681 8.9577 4.2857 0.000
H 1.7382 8.1023 2.8816 0.000
H 1.8426 5.4922 3.0804 0.000
H 3.2145 5.9884 2.2618 0.000
H 3.3954 3.6437 2.9571 0.000
H 3.1218 3.9551 4.6245 0.000
H 5.5115 4.9748 3.2006 0.000
H 5.4835 3.8555 4.6524 0.000
H 4.9459 6.1354 7.2841 0.000
H 3.7447 5.1440 6.5495 0.000
H 5.5262 4.6464 6.8696 0.000
H 7.2828 5.2389 5.4451 0.000
H 7.0105 6.2961 4.0363 0.000
H 7.1316 7.0175 5.5981 0.000
H 0.9875 7.1160 5.2067 0.000
H 2.2695 7.4322 6.3099 0.000
H 1.8146 5.7776 5.7459 0.000
H 4.9124 8.9222 4.8047 0.000
C -3.7500 2.7546 -2.3842 0.016
C -4.9989 2.9596 -1.6111 0.003
C -5.8269 1.6724 -1.6743 0.001
C -7.1026 1.6198 -0.7790 0.000
C -6.7216 1.9706 0.6263 0.001
C -5.7418 3.1124 0.8646 0.003
N -4.6867 3.2467 -0.2125 0.024
O -3.7333 4.1898 0.0992 0.116
C -6.6678 4.4049 0.8189 0.002
C -5.0391 2.7566 2.2384 0.015
C -5.7431 4.0500 -2.3389 0.002
H -3.1627 1.9282 -1.9839 0.010
H -3.2033 3.6976 -2.3920 0.002
H -3.9269 2.5708 -3.4439 0.001
H -6.1147 1.3865 -2.6860 0.000
H -5.1362 0.8840 -1.3753 0.000
H -7.5233 0.6215 -0.6580 0.000
H -7.8684 2.2547 -1.2246 0.000
H -6.4845 0.9760 1.0039 0.000
H -7.7328 2.2137 0.9527 0.000
H -7.2893 4.3612 1.7133 0.000
H -6.1269 5.3460 0.9178 0.001
H -7.2354 4.6333 -0.0832 0.000
H -4.4494 3.6329 2.5078 0.002
H -5.7899 2.4664 2.9734 0.001
H -4.2826 1.9739 2.2936 0.009
H -5.6304 5.0494 -1.9185 0.001
H -6.8147 3.8530 -2.3090 0.000
H -5.4943 4.1493 -3.3955 0.000
H -4.1273 4.9701 -0.2977 0.006
C 0.0238 1.7870 -2.7839 0.002
C 0.6082 3.2376 -2.9180 0.001
C 0.4705 3.5152 -4.4624 0.000
C 0.6028 4.9652 -4.7882 0.000
C -0.5182 5.7671 -4.0926 0.000
C -0.4419 5.4919 -2.4960 0.001
N -0.3280 4.0498 -2.1597 0.004
O -0.3313 3.8060 -0.7710 0.070
C 0.7906 6.4174 -1.9663 0.000
C -1.7903 5.9784 -2.0217 0.001
C 2.0994 3.4340 -2.4260 0.000
H 0.5049 1.0522 -3.4295 0.000
H -1.0488 1.7849 -2.9778 0.001
H 0.0727 1.2923 -1.8138 0.001
H 1.2570 2.9482 -4.9603 0.000
H -0.3992 3.0800 -4.9547 0.000
H 0.6764 5.1789 -5.8545 0.000
H 1.6086 5.3108 -4.5495 0.000
H -1.4712 5.3961 -4.4698 0.000
H -0.5648 6.8231 -4.3584 0.000
H 0.8051 6.3792 -0.8771 0.000
H 1.7279 6.0325 -2.3682 0.000
H 0.6863 7.4421 -2.3230 0.000
H -1.8946 5.7690 -0.9571 0.001
H -1.7955 7.0681 -2.0492 0.000
H -2.6908 5.6978 -2.5680 0.000
H 2.6736 4.0062 -3.1547 0.000
H 2.6612 2.5088 -2.5552 0.000
H 2.3296 3.8170 -1.4318 0.000
H 0.3069 4.4264 -0.4113 0.003
```

Summary:
E_tot (Ha): -7198.00233
Charge: -1
Highest occupied orbital energy (alpha / beta) (eV): -3.3 / -6.2
Kohn-Sham gap (alpha / beta) (eV): 5.09 / 8.06
⟨S²⟩: 0.75
Spin multiplicity: 2